1.
{"formula": "C22H44NO20P5", "method": "ωB97M-V/def2-TZVPD", "smiles": "N=P(O)(O)C1=CC(=O)c2ccccc2C1=O.COP(=O)(OC)OC.COP(=O)(OC)OC.COP(=O)(OC)OC.COP(=O)(OC)OC", "lumo_energy_ha": -0.0460, "charge": 0, "spin_multiplicity": 1, "species": ["N", "P", "O", "O", "C", "C", "C", "O", "C", "C", "C", "C", "C", "C", "C", "O", "H", "H", "H", "H", "H", "H", "H", "H", "C", "O", "P", "O", "O", "C", "O", "C", "H", "H", "H", "H", "H", "H", "H", "H", "H", "C", "O", "P", "O", "O", "C", "O", "C", "H", "H", "H", "H", "H", "H", "H", "H", "H", "C", "O", "P", "O", "O", "C", "O", "C", "H", "H", "H", "H", "H", "H", "H", "H", "H", "C", "O", "P", "O", "O", "C", "O", "C", "H", "H", "H", "H", "H", "H", "H", "H", "H"], "xyz": [[7.58272, 1.12533, 0.08536], [7.29773, -0.36167, 0.42747], [8.00994, -1.31550, -0.66552], [7.91329, -0.66079, 1.90166], [5.52524, -0.71485, 0.54064], [4.99378, -1.54232, 1.42834], [3.49093, -1.69991, 1.45101], [2.94301, -2.73416, 1.76606], [2.74078, -0.44659, 1.08227], [1.53691, -0.15007, 1.65042], [0.95033, 1.03386, 1.27831], [1.50767, 1.89729, 0.39055], [2.70591, 1.58107, -0.21274], [3.29816, 0.41258, 0.15120], [4.61950, -0.00375, -0.44514], [4.91357, 0.17218, -1.60660], [8.11707, 1.21472, -0.76902], [8.91190, -0.97072, -0.72534], [7.25429, -0.36942, 2.54728], [5.60911, -2.08058, 2.14428], [1.07011, -0.81884, 2.35971], [0.00965, 1.26250, 1.76848], [1.04215, 2.83908, 0.13111], [3.16038, 2.23096, -0.94678], [-5.82707, 1.55102, 0.08832], [-5.08787, 1.20930, 1.26930], [-4.60847, -0.29161, 1.47586], [-5.31020, -1.28689, 0.66348], [-4.71530, -0.47314, 3.04274], [-5.98743, -0.20952, 3.64614], [-3.04649, -0.20106, 1.24823], [-2.38748, -1.22965, 0.49353], [-6.89174, 1.55022, 0.31813], [-5.52833, 2.55138, -0.21829], [-5.63071, 0.85795, -0.72681], [-6.78888, -0.70759, 3.09843], [-6.16922, 0.86472, 3.66948], [-5.96273, -0.58657, 4.66461], [-2.39464, -0.96254, -0.56250], [-2.86072, -2.19987, 0.62982], [-1.35624, -1.28884, 0.83432], [-8.34095, -1.45274, -6.26978], [-7.03698, -1.03570, -5.84772], [-6.89357, -0.23097, -4.48351], [-8.12484, 0.39009, -3.99010], [-5.69816, 0.76351, -4.78462], [-5.82064, 1.63512, -5.91555], [-6.20013, -1.26463, -3.51318], [-6.64668, -1.35618, -2.14878], [-8.73056, -0.73478, -6.99048], [-8.24513, -2.42477, -6.74946], [-9.03106, -1.53647, -5.43221], [-6.79475, 2.12737, -5.92281], [-5.68859, 1.06531, -6.83570], [-5.03817, 2.38660, -5.84540], [-7.44932, -2.08845, -2.07080], [-6.99044, -0.39466, -1.77553], [-5.80611, -1.68486, -1.54775], [9.08442, -1.94593, 7.92022], [8.29820, -1.89631, 6.72199], [7.65687, -3.24100, 6.16891], [8.26012, -4.47643, 6.66821], [7.72153, -3.02998, 4.60101], [9.00667, -2.75280, 4.02766], [6.11347, -3.05514, 6.46082], [5.35626, -4.16827, 6.95747], [10.13918, -1.99667, 7.65377], [8.90081, -1.03225, 8.48159], [8.82528, -2.80216, 8.54004], [9.76031, -3.44960, 4.39824], [9.30168, -1.73139, 4.26571], [8.92660, -2.85148, 2.95023], [5.39374, -4.17418, 8.04586], [5.73164, -5.11368, 6.57131], [4.32490, -4.03878, 6.63789], [-2.76525, 1.42696, -2.83077], [-1.84929, 2.49853, -3.09476], [-2.31917, 3.68897, -4.03643], [-3.46776, 3.39447, -4.89626], [-0.98294, 4.07752, -4.78898], [-0.31003, 3.03550, -5.50502], [-2.49854, 4.89787, -3.03347], [-3.62946, 5.76805, -3.18069], [-2.54708, 0.59792, -3.50254], [-2.61893, 1.09876, -1.80244], [-3.80153, 1.73539, -2.96090], [-1.00987, 2.47659, -6.12823], [0.17792, 2.36007, -4.80247], [0.44496, 3.49347, -6.13784], [-4.46469, 5.37730, -2.60084], [-3.92287, 5.87288, -4.22321], [-3.35163, 6.74426, -2.79043]], "forces_ev_per_angstrom": [[-0.259, -0.454, 0.165], [1.215, 2.349, -0.771], [-0.527, -0.654, 1.245], [-0.985, -0.954, -0.611], [0.626, -0.184, -0.727], [-0.456, -0.138, 0.313], [-0.150, -0.020, 0.292], [0.356, 0.512, -0.008], [0.772, -1.078, 0.089], [-0.172, -0.337, 0.073], [-1.732, -0.030, 1.336], [0.165, 1.063, -0.818], [-0.200, 0.499, -0.409], [1.691, -0.842, -0.420], [-0.125, 0.142, -0.359], [-0.031, -0.033, 0.821], [-0.269, 0.424, -0.113], [0.099, -0.151, -0.258], [0.268, -0.001, 0.312], [-0.213, -0.257, -0.083], [0.024, -0.021, 0.026], [-0.041, 0.251, -0.195], [-0.210, -0.062, 0.128], [0.077, -0.024, -0.012], [-0.065, 0.215, -0.134], [-0.057, -0.211, 0.006], [0.085, 0.384, 0.157], [-0.016, -0.060, -0.060], [0.154, 0.134, -0.063], [-0.231, 0.068, 0.087], [-0.026, -0.253, 0.088], [0.212, -0.130, -0.114], [0.006, -0.050, -0.032], [0.051, 0.003, 0.106], [0.026, -0.027, 0.073], [0.030, -0.021, -0.003], [0.007, -0.013, -0.039], [0.133, -0.075, -0.045], [-0.040, -0.061, -0.006], [-0.090, 0.058, -0.012], [-0.031, 0.123, 0.078], [-0.125, -0.136, -0.157], [-0.091, 0.127, 0.126], [0.386, 0.095, -0.169], [-0.154, -0.077, 0.033], [0.019, -0.312, 0.051], [0.015, 0.309, -0.359], [-0.118, 0.163, 0.065], [0.104, -0.200, 0.192], [-0.025, 0.013, 0.046], [0.117, 0.024, 0.007], [0.030, 0.087, 0.020], [-0.032, -0.052, 0.037], [-0.077, -0.064, 0.026], [-0.083, -0.155, 0.153], [-0.041, 0.062, -0.040], [-0.117, -0.033, -0.108], [0.022, -0.014, -0.062], [0.121, 0.137, 0.198], [0.017, -0.179, -0.039], [-0.068, 0.204, -0.078], [0.017, -0.040, 0.142], [-0.152, 0.222, -0.019], [0.310, 0.007, -0.038], [0.081, -0.170, -0.148], [-0.217, -0.141, 0.081], [-0.014, -0.050, 0.010], [-0.057, 0.034, -0.105], [0.008, -0.050, -0.085], [-0.068, -0.031, 0.042], [0.007, -0.015, 0.012], [-0.148, -0.050, 0.027], [0.041, -0.042, -0.015], [0.083, 0.035, 0.033], [0.048, 0.128, -0.051], [-0.127, -0.288, 0.155], [-0.112, 0.118, -0.181], [0.406, 0.008, 0.231], [-0.022, 0.071, 0.082], [0.003, 0.022, 0.209], [0.113, -0.202, -0.102], [-0.060, 0.016, -0.265], [-0.154, 0.205, 0.055], [-0.085, 0.024, -0.034], [0.120, 0.124, 0.011], [0.031, -0.009, -0.119], [-0.011, 0.030, 0.002], [-0.039, 0.000, 0.003], [-0.073, 0.134, 0.034], [-0.017, -0.015, -0.059], [-0.002, -0.090, 0.004], [0.122, -0.068, 0.040]], "mulliken_charge": [-0.790, 0.984, -0.581, -0.376, 0.030, -0.144, -0.177, -0.559, 0.752, -0.995, -0.478, -0.752, -0.670, 0.842, -0.061, -0.530, 0.220, 0.319, 0.259, 0.696, 0.534, 0.498, 0.476, 0.506, -0.199, -0.365, 0.936, -0.642, -0.370, -0.684, -0.090, -0.467, 0.279, 0.284, -0.161, 0.319, 0.275, 0.250, 0.176, 0.349, 0.115, -0.688, -0.343, 0.868, -0.698, -0.010, -0.541, -0.281, -0.581, 0.257, 0.244, 0.338, 0.343, 0.285, 0.123, 0.310, 0.316, 0.187, -0.684, -0.289, 0.844, -0.686, -0.146, -0.719, -0.257, -0.672, 0.267, 0.249, 0.342, 0.369, 0.320, 0.196, 0.271, 0.342, 0.237, -0.325, -0.254, 0.901, -0.660, -0.363, -0.588, -0.314, -0.640, 0.312, -0.010, 0.226, 0.281, 0.253, 0.250, 0.221, 0.331, 0.254]}

***

2.
{"formula": "C14H24O2PPdS2", "method": "ωB97M-V/def2-TZVPD", "de_lowest_kj_mol": 206.3, "lumo_energy_ha": [-0.0347, -0.0433], "charge": 0, "s_squared": 0.761, "spin_multiplicity": 2, "species": ["Pd", "C", "C", "C", "C", "C", "C", "C", "C", "C", "C", "H", "H", "H", "H", "H", "H", "H", "H", "H", "H", "H", "H", "H", "H", "C", "C", "O", "P", "S", "S", "O", "C", "C", "H", "H", "H", "H", "H", "H", "H", "H", "H", "H"], "xyz": [[-0.53088, 0.20029, -0.30270], [-2.93858, -3.93516, -2.03173], [-2.75390, -2.85726, -0.95984], [-3.56326, -3.19192, 0.28768], [-1.28096, -2.64265, -0.68329], [-0.52386, -1.90965, -1.60968], [0.84062, -1.68219, -1.40256], [1.48606, -2.19144, -0.27550], [2.92678, -1.86812, -0.00041], [0.74254, -2.96881, 0.60467], [-0.61583, -3.18184, 0.41497], [-3.99459, -4.05114, -2.28141], [-2.56579, -4.89746, -1.67277], [-2.39915, -3.68589, -2.94637], [-3.12961, -1.91017, -1.36201], [-3.31264, -4.18245, 0.67443], [-4.62760, -3.19646, 0.04997], [-3.39573, -2.46177, 1.08097], [-0.98840, -1.56182, -2.52343], [1.41091, -1.13525, -2.14429], [3.03291, -0.81359, 0.26645], [3.55337, -2.05350, -0.87423], [3.31028, -2.46165, 0.82827], [1.22504, -3.37267, 1.48687], [-1.16407, -3.76416, 1.14357], [3.50034, 3.62038, 2.04983], [2.23524, 2.81630, 2.20669], [1.80564, 2.40377, 0.88411], [0.30716, 1.92947, 0.64952], [-1.82965, 1.01517, -1.92230], [-0.10272, 0.53909, 2.05556], [-0.59032, 3.23755, 0.76980], [-0.79369, 4.10035, -0.38149], [0.31358, 5.12145, -0.50194], [3.80446, 4.01421, 3.02042], [3.34317, 4.45841, 1.37124], [4.30751, 3.00231, 1.65816], [1.43956, 3.40142, 2.67127], [2.38756, 1.91171, 2.79387], [-1.75765, 4.57286, -0.20534], [-0.88119, 3.47945, -1.27576], [0.40803, 5.69757, 0.41914], [0.08769, 5.80998, -1.31729], [1.27161, 4.64527, -0.71312]], "forces_ev_per_angstrom": [[-0.161, 0.148, -0.959], [-0.001, -0.011, -0.001], [0.004, 0.014, 0.017], [-0.011, 0.007, 0.007], [-0.015, 0.054, 0.027], [0.138, -0.190, 0.075], [0.073, -0.143, 0.011], [0.004, -0.131, 0.077], [0.021, 0.007, -0.038], [-0.018, 0.052, 0.056], [0.003, 0.011, -0.023], [0.000, 0.001, 0.001], [0.001, 0.001, 0.000], [0.000, 0.000, 0.000], [0.002, -0.006, -0.007], [0.005, 0.002, -0.001], [0.001, -0.004, 0.000], [-0.003, 0.004, -0.003], [-0.018, -0.014, 0.005], [-0.037, 0.055, 0.012], [-0.005, -0.001, 0.006], [-0.006, 0.010, -0.003], [0.002, -0.006, -0.006], [0.003, -0.026, -0.016], [-0.001, 0.004, 0.002], [0.017, 0.000, 0.005], [-0.033, 0.039, -0.032], [0.180, 0.145, -1.011], [-0.685, -0.467, 2.163], [0.158, 0.141, -0.293], [0.218, 0.154, 0.033], [0.200, 0.120, -0.136], [-0.044, 0.007, -0.001], [0.030, 0.011, 0.011], [0.016, -0.020, 0.002], [-0.013, 0.012, 0.019], [-0.004, 0.004, -0.017], [-0.005, 0.021, -0.027], [-0.011, -0.001, 0.022], [0.006, 0.007, 0.030], [0.013, -0.007, 0.002], [-0.009, 0.006, -0.002], [-0.003, -0.005, -0.002], [-0.008, -0.006, -0.005]], "mulliken_charge": [-0.177, -1.417, 0.720, -1.704, 1.178, -2.149, -0.534, 1.291, -1.288, -0.912, -0.189, 0.410, 0.342, 0.362, 0.226, 0.348, 0.438, 0.376, 0.801, 0.308, 0.157, 0.349, 0.376, 0.300, 0.302, -1.210, -0.271, -0.274, 1.221, -0.459, -0.498, -0.277, -0.129, -1.028, 0.384, 0.286, 0.296, 0.369, 0.363, 0.266, 0.157, 0.263, 0.415, 0.215]}